[1]
Density functional theory data (ωB97M-V/def2-TZVPD) for a 2-piece molecular cluster, ClH3N2S overall in a non-equilibrium geometry.

```
7
Properties=species:S:1:pos:R:3:mulliken_charge:R:1
N 0.674 -1.172 -0.544 -0.7380
N 3.195 -1.339 0.430 -0.1489
H 1.287 -1.850 -0.065 0.3423
S 4.253 -0.485 0.836 0.3591
H 0.599 -1.440 -1.536 0.2175
Cl 4.402 1.322 -0.468 -0.2895
H 1.261 -0.259 -0.598 0.2575
```

Properties
Orbital gap ... 7.7 eV
LUMO energy ... -0.070 Ha
E_HOMO ... -0.3548 Ha
Total energy ... -26384.6673 eV
Energy relative to the best compared isomer or geometry (same formula, charge and spin) ... 10.1 kcal/mol
Charge ... 0

---

[2]
Density functional theory data (ωB97M-V/def2-TZVPD) for one molecule with the formula ClH3N3P3 in a non-equilibrium geometry.

```
10
Properties=species:S:1:pos:R:3:mulliken_charge:R:1
N 0.068 0.157 -0.126 -0.2522
Cl -0.168 -1.414 4.670 -0.2929
P 1.194 0.554 1.040 -0.0534
P -0.915 -0.875 2.835 0.1787
H -1.412 -0.653 -2.469 0.2450
N 0.438 0.011 2.412 -0.1263
N -1.976 -0.660 -1.635 -0.5513
P -1.492 -0.565 -0.121 0.2365
H 0.062 0.587 -1.046 0.3062
H 1.067 0.407 3.092 0.3097
```

Properties
Orbital gap (spin up / spin down) ... 6.4 / 6.9 eV
LUMO energy (spin up / spin down) ... -0.029 / -0.025 Ha
E_HOMO (spin up / spin down) ... -0.2633 / -0.2775 Ha
Total energy ... -44907.1829 eV
Energy relative to the best compared isomer or geometry (same formula, charge and spin) ... 44.8 kcal/mol
Charge ... 0

---

> What is the formula in the second record?

ClH3N3P3